# 1
ORCA calculation (ωB97M-V/def2-TZVPD) on an isolated molecule of C4H9N3S.

Atoms and positions in Å:
C -0.440 1.690 1.183
S 0.139 1.222 -0.583
C 0.548 -0.609 -0.114
C -0.520 -1.380 0.463
C -1.812 -1.252 0.136
N -2.486 -0.306 -0.707
N 1.736 -1.065 0.141
N 2.853 -0.388 -0.294
H 0.527 1.571 1.830
H -1.264 1.030 1.695
H -0.927 2.695 0.970
H -0.140 -2.152 1.127
H -2.494 -1.770 0.780
H -3.546 -0.232 -0.438
H -1.979 0.722 -0.738
H 3.621 -0.456 0.437
H 2.612 0.651 -0.325

Cartesian forces (eV/Å) of the 2 atoms listed first:
0.0522 -0.7838 0.2931
0.3727 -1.5863 1.7228

- E_tot: -19596.4069 eV
- Gap between HOMO and LUMO: 8.38 eV
- Strongest force on any atom: 3.956 eV Å⁻¹
- SMILES string: CSC(/C=C\N)=N\N
- HOMO: -7.887 eV
- Energy relative to the best compared isomer or geometry (same formula, charge and spin): 311.59 kJ/mol


# 2
ORCA calculation (ωB97M-V/def2-TZVPD) on a 2-piece molecular cluster, C4H9NO2 overall.

Atoms and positions in Å:
N 2.231 -1.929 1.784
C 1.503 -1.035 1.125
O 0.255 -1.111 1.608
C 0.661 1.426 -0.061
C -0.633 1.130 -0.147
C -1.197 0.299 -1.263
O -1.806 1.173 -2.199
H 1.792 -2.506 2.494
H 3.208 -2.037 1.569
H 1.055 2.064 0.724
H 1.376 1.072 -0.797
H -0.231 -0.391 1.168
H -1.333 1.548 0.578
H -0.382 -0.272 -1.733
H -1.919 -0.421 -0.843
H -2.269 0.647 -2.863

Cartesian forces (eV/Å) of the 2 atoms listed first:
-0.1361 0.0824 -0.1566
0.1577 -0.3601 0.4200

- E_tot: -9876.5981 eV
- Gap between HOMO and LUMO: 9.56 eV
- Strongest force on any atom: 0.575 eV Å⁻¹
- HOMO: -8.589 eV
- Energy relative to the best compared isomer or geometry (same formula, charge and spin): 334.09 kJ/mol


# 3
ORCA calculation (ωB97M-V/def2-TZVPD) on C12H30CrF12N2O4P2 as an isolated structure.

Atoms and positions in Å:
Cr -0.735 -0.709 0.511
P 2.372 2.422 2.500
F 1.731 0.923 2.174
F 3.786 1.750 2.305
F 1.156 3.095 1.725
F 3.022 3.887 2.620
F -1.247 -1.960 1.616
F 1.739 2.408 3.930
P -4.516 -0.260 0.168
F -4.269 1.355 0.459
F -4.548 0.027 -1.380
F -2.390 -0.321 -0.294
F -4.282 -1.755 -0.165
F -4.189 -0.503 1.708
F -6.066 -0.428 0.340
C -0.859 0.331 3.440
O -1.017 0.604 2.040
C -1.356 1.956 1.755
C -1.150 2.155 0.173
N -0.087 1.122 -0.314
C 0.246 1.516 -1.770
C -0.722 1.031 -2.731
O -0.600 -0.380 -2.770
C -1.163 -0.908 -3.903
H -1.747 0.182 3.981
H -0.329 1.163 3.808
H -0.261 -0.619 3.325
H -0.748 2.635 2.240
H -2.448 2.207 1.933
H -0.900 3.148 -0.146
H -2.062 1.878 -0.359
H 0.764 1.278 0.169
H 1.293 1.255 -1.965
H 0.162 2.626 -1.896
H -0.376 1.487 -3.672
H -1.732 1.282 -2.407
H -0.744 -0.550 -4.816
H -2.221 -0.676 -3.974
H -1.091 -1.991 -3.929
C -1.598 -2.915 -1.402
O -0.551 -2.414 -0.589
C 0.240 -3.419 0.112
C 1.150 -2.772 1.150
N 1.338 -1.384 0.728
C 2.266 -1.219 -0.447
C 3.403 -0.214 -0.084
O 2.859 1.064 -0.241
C 3.883 2.036 -0.692
H -2.543 -2.945 -0.882
H -1.299 -3.985 -1.646
H -1.654 -2.344 -2.294
H 0.802 -3.886 -0.755
H -0.452 -4.119 0.549
H 2.090 -3.366 1.115
H 0.744 -2.810 2.185
H 1.874 -0.892 1.441
H 1.779 -0.867 -1.352
H 2.736 -2.186 -0.732
H 4.157 -0.377 -0.821
H 3.952 -0.376 0.825
H 4.409 1.573 -1.572
H 4.621 2.206 0.032
H 3.382 2.952 -1.055

Cartesian forces (eV/Å) of the 2 atoms listed first:
0.3020 0.2679 -1.2006
-1.6616 0.3161 1.1954

- E_tot: -103712.9579 eV
- Gap between HOMO and LUMO (alpha / beta): 9.82 / 9.86 eV
- Multiplicity: 4
- Strongest force on any atom: 4.546 eV Å⁻¹
- Net charge: +1
- HOMO (alpha / beta): -12.922 / -12.959 eV


# 4
ORCA calculation (ωB97M-V/def2-TZVPD) on a 2-piece molecular cluster, C4H10OS overall.

Atoms and positions in Å:
C -0.075 0.771 2.685
C 1.172 1.339 2.766
O 2.182 0.962 1.969
H -0.823 1.065 3.307
H -0.045 -0.215 2.047
H 1.431 1.452 3.830
H 1.907 0.771 1.105
C -0.766 -1.172 -0.737
S 0.311 0.016 -1.433
C -0.425 -0.249 -3.114
H -1.776 -0.688 -1.075
H -0.694 -2.200 -1.158
H -0.744 -0.985 0.293
H 0.144 0.329 -3.904
H -1.526 0.086 -3.358
H -0.272 -1.283 -3.223

Cartesian forces (eV/Å) of the 2 atoms listed first:
4.1235 -1.9052 -3.3194
-2.2766 -2.8849 1.6380

- E_tot: -17189.7559 eV
- Gap between HOMO and LUMO: 9.62 eV
- Strongest force on any atom: 5.626 eV Å⁻¹
- SMILES string: C=CO.CSC
- HOMO: -8.647 eV
- Energy relative to the best compared isomer or geometry (same formula, charge and spin): 296.16 kJ/mol


# 5
ORCA calculation (ωB97M-V/def2-TZVPD) on a 4-piece molecular cluster, C26H56ClN3O11PS overall.

Atoms and positions in Å:
C -3.616 1.342 4.710
C -2.281 1.651 4.021
C -1.186 0.729 4.546
O -0.032 0.634 3.699
C -0.232 -0.139 2.570
N 0.620 0.354 1.466
C 1.156 -0.714 0.746
N 2.514 -0.935 0.781
P 3.588 -0.057 1.834
O 3.054 -0.196 3.329
O 3.273 1.444 1.469
S 5.348 -0.728 1.533
N 0.452 -1.557 0.037
C 1.032 -2.715 -0.665
C 1.741 -2.346 -1.977
C 3.258 -2.623 -1.976
O 3.727 -2.990 -3.240
C 3.645 -1.956 -4.210
O -0.918 -1.424 0.084
C -1.609 -1.578 -1.190
C -1.449 -0.442 -2.166
C 0.069 1.468 0.667
Cl 0.010 2.931 1.694
C 0.902 1.783 -0.561
C 0.270 2.890 -1.420
H -4.033 0.418 4.298
H -4.333 2.128 4.465
H -3.515 1.255 5.793
H -2.406 1.497 2.945
H -1.997 2.689 4.199
H -0.794 1.121 5.486
H -1.584 -0.274 4.759
H 0.072 -1.183 2.761
H -1.282 -0.164 2.251
H 2.744 -1.910 0.971
H 3.159 -1.094 3.677
H 3.497 2.051 2.194
H 1.676 -3.264 0.028
H 0.185 -3.368 -0.860
H 1.580 -1.280 -2.160
H 1.282 -2.873 -2.815
H 3.510 -3.429 -1.279
H 3.792 -1.723 -1.634
H 3.587 -0.964 -3.744
H 2.781 -2.089 -4.869
H 4.533 -1.988 -4.837
H -1.369 -2.538 -1.653
H -2.650 -1.650 -0.876
H -2.241 -0.565 -2.908
H -0.497 -0.439 -2.697
H -1.651 0.511 -1.686
H -0.972 1.265 0.406
H 1.017 0.891 -1.182
H 1.897 2.106 -0.252
H -0.819 2.898 -1.316
H 0.616 3.868 -1.087
H 0.521 2.753 -2.471
O -3.797 1.407 8.991
C -3.366 0.290 9.049
O -3.477 -0.489 7.945
C -2.863 -1.776 7.833
C -3.701 -2.872 8.456
C -2.770 -0.282 10.312
H -1.850 -1.754 8.238
H -2.775 -1.940 6.759
H -3.823 -2.724 9.529
H -3.232 -3.844 8.297
H -4.694 -2.886 8.007
H -3.587 -0.615 10.953
H -2.239 0.518 10.821
H -2.086 -1.111 10.157
O -4.620 0.026 -2.538
C -4.997 1.155 -2.356
O -4.060 2.095 -2.110
C -4.368 3.496 -2.005
C -4.836 3.876 -0.618
C -6.460 1.515 -2.328
H -5.080 3.786 -2.777
H -3.429 3.995 -2.237
H -5.767 3.373 -0.353
H -5.001 4.951 -0.560
H -4.085 3.599 0.122
H -6.851 1.270 -1.341
H -6.970 0.898 -3.063
H -6.673 2.558 -2.542
O 4.285 -1.846 -7.290
C 5.223 -1.252 -7.753
O 4.982 -0.283 -8.654
C 6.008 0.572 -9.178
C 6.746 -0.061 -10.337
C 6.647 -1.615 -7.401
H 6.684 0.888 -8.382
H 5.473 1.459 -9.511
H 7.276 -0.965 -10.035
H 7.473 0.640 -10.747
H 6.043 -0.334 -11.124
H 6.938 -2.470 -8.010
H 6.672 -1.916 -6.356
H 7.368 -0.817 -7.548

Cartesian forces (eV/Å) of the 2 atoms listed first:
0.0636 0.1477 -0.4868
-0.1420 -0.3562 0.2418

- E_tot: -87503.5182 eV
- Gap between HOMO and LUMO: 8.85 eV
- Strongest force on any atom: 1.559 eV Å⁻¹
- Net charge: +1
- HOMO: -11.806 eV


# 6
ORCA calculation (ωB97M-V/def2-TZVPD) on C18H35FeNO7PS2 as an isolated structure.

Atoms and positions in Å:
Fe 7.766 9.511 9.342
C 4.680 9.604 10.613
O 5.800 8.721 10.720
C 5.839 7.923 11.876
C 6.630 8.712 12.868
O 7.896 8.895 12.374
C 8.912 9.158 13.312
C 9.065 10.644 13.643
O 9.531 11.339 12.479
C 9.758 13.638 12.265
H 3.814 9.127 11.163
H 4.508 9.758 9.570
H 4.913 10.593 10.987
H 6.335 7.034 11.678
H 4.803 7.732 12.239
H 6.709 8.137 13.824
H 6.218 9.717 13.098
H 9.893 8.796 12.855
H 8.704 8.705 14.279
H 9.942 10.555 14.386
H 8.292 11.205 14.223
H 11.012 12.325 13.486
H 9.566 13.618 11.168
H 10.473 14.476 12.391
C 13.452 11.835 12.762
N 12.459 11.166 11.955
C 12.933 10.155 11.023
C 11.491 12.092 11.414
C 10.484 12.312 12.502
C 8.570 13.863 13.218
C 7.297 13.413 13.056
C 6.490 12.692 11.983
C 6.997 12.146 10.843
C 7.430 11.561 9.796
H 14.243 12.430 12.120
H 14.099 11.113 13.263
H 13.040 12.483 13.493
H 13.355 10.657 10.131
H 12.108 9.591 10.678
H 13.682 9.446 11.413
H 10.938 11.752 10.491
H 11.994 13.048 11.155
H 8.847 14.408 14.128
H 6.728 13.541 13.985
H 5.504 12.375 12.179
H 7.073 12.088 8.948
O 10.226 6.727 10.752
S 9.489 6.990 9.531
O 8.002 7.265 9.756
O 9.730 5.923 8.565
S 10.103 8.811 8.820
C 7.112 7.123 5.757
P 5.933 7.362 7.044
C 4.250 7.367 6.279
C 5.868 5.821 7.966
O 6.093 8.661 7.814
H 6.880 6.204 5.243
H 8.194 7.031 6.078
H 7.105 7.955 5.046
H 4.136 8.286 5.668
H 3.519 7.348 7.108
H 4.087 6.435 5.695
H 5.539 5.047 7.254
H 5.161 5.982 8.762
H 6.833 5.581 8.417

Cartesian forces (eV/Å) of the 2 atoms listed first:
0.2636 -1.2672 0.4263
0.0165 -0.9441 1.0606

- E_tot: -100401.6454 eV
- Gap between HOMO and LUMO (alpha / beta): 6.85 / 7.09 eV
- Multiplicity: 5
- Strongest force on any atom: 3.390 eV Å⁻¹
- Net charge: -1
- HOMO (alpha / beta): -4.346 / -4.590 eV
- Energy relative to the best compared isomer or geometry (same formula, charge and spin): 258.12 kJ/mol


# 7
ORCA calculation (ωB97M-V/def2-TZVPD) on an isolated molecule of C2H3FN4.

Atoms and positions in Å:
H -0.441 -1.759 -0.470
N 0.528 -1.390 -0.367
C 0.547 -0.160 -0.118
N 1.568 0.623 0.260
N -0.563 0.543 -0.520
F -0.851 1.879 -0.235
C -1.812 -0.365 -0.063
N -2.804 -0.805 0.223
H 2.511 0.152 0.366
H 1.317 1.281 0.924

Cartesian forces (eV/Å) of the 2 atoms listed first:
1.2289 0.1829 -0.4609
-0.1026 -1.2926 0.8096

- E_tot: -10795.8860 eV
- Gap between HOMO and LUMO: 10.53 eV
- Strongest force on any atom: 8.380 eV Å⁻¹
- SMILES string: [H]/N=C(/N)N(F)C#N
- HOMO: -10.144 eV
- Energy relative to the best compared isomer or geometry (same formula, charge and spin): 397.26 kJ/mol